# 1
Molecular formula: C55H70B3F23N4O22S3
Method: DFT, ωB97M-V with the def2-TZVPD basis set

Output
Spin multiplicity ... 1
HOMO-LUMO gap ... 8.2560 eV
Energy relative to the best compared isomer or geometry (same formula, charge and spin) ... 0.0 kcal per mole
Maximum force ... 0.0946 hartree/bohr
SMILES string ... CCB(O)c1c(N(C(=O)F)C(=O)F)cc(B(O)OC)c2c1Sc1c(B(N)O)ccc(CCCSC(=S)N(CC)CC)c1N2CC(=O)O.CCOC(=O)C(F)(F)F.CCOC(=O)C(F)(F)F.CCOC(=O)C(F)(F)F.CCOC(=O)C(F)(F)F.CCOC(=O)C(F)(F)F.CCOC(=O)C(F)(F)F.CCOC(=O)C(F)(F)F

Last columns: bonded neighbours and bond lengths (Å).
CARTESIAN COORDINATES (ANGSTROEM)
1 C 8.094 0.035 -0.922  C2 1.551, H48 1.075, H49 1.076, H50 1.079
2 C 6.593 0.395 -1.072  C1 1.551, B3 1.570, H51 1.082, H52 1.081
3 B 5.753 -0.906 -0.813  C2 1.570, O4 1.346, C5 1.589
4 O 6.232 -1.780 0.091  B3 1.346, H53 0.959
5 C 4.405 -1.274 -1.570  B3 1.589, C6 1.325, C21 1.313
6 C 4.401 -2.270 -2.443  C5 1.325, N7 1.435, C14 1.317
7 N 5.626 -2.979 -2.683  C6 1.435, C8 1.449, C11 1.422
8 C 6.469 -2.230 -3.593  N7 1.449, O9 1.202, F10 1.303
9 O 6.099 -1.446 -4.426  C8 1.202
10 F 7.724 -2.513 -3.384  C8 1.303
11 C 5.398 -4.255 -3.269  N7 1.422, O12 1.200, F13 1.335
12 O 5.194 -5.284 -2.687  C11 1.200
13 F 5.412 -4.230 -4.603  C11 1.335
14 C 3.276 -2.567 -3.059  C6 1.317, C15 1.321, H54 1.072
15 C 2.154 -1.915 -2.809  C14 1.321, B16 1.582, C20 1.331
16 B 0.880 -2.393 -3.616  C15 1.582, O17 1.356, O18 1.363
17 O 0.080 -1.564 -4.331  B16 1.356, H55 0.960
18 O 0.591 -3.725 -3.610  B16 1.363, C19 1.438
19 C 0.635 -4.315 -2.299  O18 1.438, H56 1.083, H57 1.079, H58 1.077
20 C 2.140 -0.907 -1.940  C15 1.331, C21 1.337, N43 1.436
21 C 3.297 -0.610 -1.340  C5 1.313, C20 1.337, S22 1.758
22 S 3.314 0.740 -0.212  C21 1.758, C23 1.774
23 C 1.674 0.607 0.449  S22 1.774, C24 1.325, C42 1.326
24 C 1.480 0.961 1.712  C23 1.325, B25 1.579, C28 1.340
25 B 2.612 1.508 2.667  C24 1.579, N26 1.476, O27 1.345
26 N 2.711 2.880 3.203  B25 1.476, H59 1.010, H60 1.006
27 O 3.558 0.638 3.065  B25 1.345, H61 0.959
28 C 0.236 0.839 2.192  C24 1.340, C29 1.327, H62 1.072
29 C -0.733 0.383 1.408  C28 1.327, C30 1.325, H63 1.066
30 C -0.509 0.022 0.153  C29 1.325, C31 1.508, C42 1.332
31 C -1.594 -0.537 -0.731  C30 1.508, C32 1.519, H64 1.078, H65 1.082
32 C -3.021 -0.345 -0.246  C31 1.519, C33 1.522, H66 1.083, H67 1.071
33 C -3.542 -1.325 0.796  C32 1.522, S34 1.800, H68 1.076, H69 1.081
34 S -3.236 -3.069 0.474  C33 1.800, C35 1.779
35 C -4.313 -3.640 -0.821  S34 1.779, S36 1.608, N37 1.415
36 S -5.819 -3.132 -1.063  C35 1.608
37 N -3.766 -4.616 -1.687  C35 1.415, C38 1.467, C40 1.489
38 C -3.372 -5.820 -0.948  N37 1.467, C39 1.512, H70 1.083, H71 1.090
39 C -2.382 -6.704 -1.674  C38 1.512, H72 1.079, H73 1.076, H74 1.078
40 C -2.645 -3.964 -2.418  N37 1.489, C41 1.522, H75 1.081, H76 1.081
41 C -2.588 -4.337 -3.893  C40 1.522, H77 1.076, H78 1.077, H79 1.083
42 C 0.717 0.156 -0.351  C23 1.326, C30 1.332, N43 1.436
43 N 0.912 -0.193 -1.730  C20 1.436, C42 1.436, C44 1.501
44 C 1.063 1.104 -2.472  N43 1.501, C45 1.512, H80 1.077, H81 1.082
45 C 0.115 1.207 -3.645  C44 1.512, O46 1.195, O47 1.387
46 O -1.056 0.967 -3.609  C45 1.195
47 O 0.694 1.620 -4.836  C45 1.387, H82 0.962
48 H 8.747 0.809 -1.282  C1 1.075
49 H 8.279 -0.178 0.117  C1 1.076
50 H 8.250 -0.906 -1.427  C1 1.079
51 H 6.401 0.781 -2.064  C2 1.082
52 H 6.358 1.114 -0.299  C2 1.081
53 H 5.531 -2.362 0.392  O4 0.959
54 H 3.245 -3.357 -3.783  C14 1.072
55 H 0.595 -1.062 -4.967  O17 0.960
56 H 0.114 -3.677 -1.595  C19 1.083
57 H 1.640 -4.504 -1.956  C19 1.079
58 H 0.092 -5.244 -2.358  C19 1.077
59 H 2.950 3.549 2.485  N26 1.010
60 H 1.858 3.165 3.655  N26 1.006
61 H 4.396 1.077 3.225  O27 0.959
62 H 0.029 1.113 3.207  C28 1.072
63 H -1.702 0.326 1.849  C29 1.066
64 H -1.532 -0.060 -1.696  C31 1.078
65 H -1.347 -1.574 -0.913  C31 1.082
66 H -3.146 0.680 0.080  C32 1.083
67 H -3.645 -0.472 -1.107  C32 1.071
68 H -3.186 -1.142 1.795  C33 1.076
69 H -4.615 -1.202 0.839  C33 1.081
70 H -4.265 -6.413 -0.799  C38 1.083
71 H -2.973 -5.628 0.048  C38 1.090
72 H -1.389 -6.302 -1.545  C39 1.079
73 H -2.363 -7.692 -1.248  C39 1.076
74 H -2.597 -6.785 -2.727  C39 1.078
75 H -1.698 -4.098 -1.914  C40 1.081
76 H -2.847 -2.903 -2.396  C40 1.081
77 H -2.305 -3.505 -4.514  C41 1.076
78 H -3.484 -4.836 -4.224  C41 1.077
79 H -1.789 -5.060 -4.003  C41 1.083
80 H 2.068 1.222 -2.841  C44 1.077
81 H 0.882 1.947 -1.818  C44 1.082
82 H 0.996 2.524 -4.710  O47 0.962
83 C -9.451 1.374 -5.208  C84 1.514, H92 1.090, H93 1.089, H94 1.089
84 C -8.840 0.020 -4.918  C83 1.514, O85 1.440, H95 1.087, H96 1.089
85 O -7.499 0.149 -4.410  C84 1.440, C86 1.320
86 C -7.391 0.473 -3.136  O85 1.320, O87 1.193, C88 1.535
87 O -8.290 0.668 -2.376  C86 1.193
88 C -5.908 0.529 -2.743  C86 1.535, F89 1.332, F90 1.332, F91 1.330
89 F -5.183 1.211 -3.628  C88 1.332
90 F -5.390 -0.697 -2.674  C88 1.332
91 F -5.741 1.112 -1.560  C88 1.330
92 H -8.813 1.942 -5.885  C83 1.090
93 H -10.435 1.258 -5.661  C83 1.089
94 H -9.558 1.961 -4.297  C83 1.089
95 H -8.758 -0.556 -5.836  C84 1.087
96 H -9.450 -0.557 -4.225  C84 1.089
97 C -3.387 7.384 0.474  C98 1.515, H106 1.091, H107 1.082, H108 1.090
98 C -3.088 5.899 0.435  C97 1.515, O99 1.443, H109 1.087, H110 1.090
99 O -1.718 5.651 0.813  C98 1.443, C100 1.316
100 C -1.476 5.692 2.107  O99 1.316, O101 1.193, C102 1.535
101 O -2.274 5.903 2.967  C100 1.193
102 C 0.007 5.402 2.375  C100 1.535, F103 1.337, F104 1.345, F105 1.327
103 F 0.803 6.105 1.564  C102 1.337
104 F 0.316 4.104 2.203  C102 1.345
105 F 0.342 5.713 3.621  C102 1.327
106 H -2.677 7.929 -0.151  C97 1.091
107 H -4.390 7.585 0.123  C97 1.082
108 H -3.294 7.778 1.485  C97 1.090
109 H -3.199 5.519 -0.577  C98 1.087
110 H -3.768 5.333 1.071  C98 1.090
111 C -10.085 -0.185 2.792  C112 1.514, H120 1.090, H121 1.089, H122 1.089
112 C -9.720 -1.127 3.919  C111 1.514, O113 1.441, H123 1.087, H124 1.089
113 O -8.462 -1.782 3.668  C112 1.441, C114 1.320
114 C -7.379 -1.066 3.911  O113 1.320, O115 1.193, C116 1.536
115 O -7.349 0.055 4.315  C114 1.193
116 C -6.128 -1.913 3.632  C114 1.536, F117 1.333, F118 1.339, F119 1.329
117 F -6.219 -2.549 2.465  C116 1.333
118 F -5.955 -2.838 4.585  C116 1.339
119 F -5.032 -1.163 3.606  C116 1.329
120 H -10.085 -0.715 1.839  C111 1.090
121 H -11.071 0.244 2.960  C111 1.089
122 H -9.365 0.628 2.709  C111 1.089
123 H -10.460 -1.920 3.996  C112 1.087
124 H -9.692 -0.614 4.879  C112 1.089
125 C 11.416 -3.372 2.491  C126 1.513, H134 1.090, H135 1.089, H136 1.089
126 C 10.422 -2.660 3.383  C125 1.513, O127 1.442, H137 1.087, H138 1.089
127 O 11.037 -1.559 4.083  C126 1.442, C128 1.320
128 C 11.207 -0.453 3.383  O127 1.320, O129 1.192, C130 1.536
129 O 10.903 -0.287 2.242  C128 1.192
130 C 11.829 0.633 4.274  C128 1.536, F131 1.334, F132 1.341, F133 1.326
131 F 12.866 0.169 4.974  C130 1.334
132 F 10.928 1.100 5.150  C130 1.341
133 F 12.265 1.661 3.558  C130 1.326
134 H 12.283 -3.693 3.070  C125 1.090
135 H 10.955 -4.243 2.029  C125 1.089
136 H 11.779 -2.715 1.702  C125 1.089
137 H 10.059 -3.337 4.152  C126 1.087
138 H 9.556 -2.310 2.821  C126 1.089
139 C 10.448 4.153 4.928  C140 1.513, H148 1.090, H149 1.086, H150 1.089
140 C 9.412 4.819 5.807  C139 1.513, O141 1.441, H151 1.087, H152 1.089
141 O 9.977 5.917 6.549  C140 1.441, C142 1.321
142 C 10.137 7.046 5.882  O141 1.321, O143 1.193, C144 1.537
143 O 9.860 7.235 4.738  C142 1.193
144 C 10.708 8.123 6.819  C142 1.537, F145 1.335, F146 1.338, F147 1.326
145 F 11.736 7.657 7.533  C144 1.335
146 F 9.771 8.539 7.679  C144 1.338
147 F 11.132 9.177 6.136  C144 1.326
148 H 11.306 3.841 5.521  C139 1.090
149 H 10.024 3.284 4.433  C139 1.086
150 H 10.816 4.838 4.165  C139 1.089
151 H 9.045 4.114 6.549  C140 1.087
152 H 8.553 5.159 5.230  C140 1.089
153 C -2.865 8.344 -6.159  C154 1.513, H162 1.090, H163 1.089, H164 1.089
154 C -3.210 9.381 -5.112  C153 1.513, O155 1.442, H165 1.087, H166 1.089
155 O -4.323 8.955 -4.300  C154 1.442, C156 1.318
156 C -4.047 8.083 -3.350  O155 1.318, O157 1.193, C158 1.536
157 O -2.975 7.621 -3.103  C156 1.193
158 C -5.320 7.763 -2.553  C156 1.536, F159 1.335, F160 1.338, F161 1.328
159 F -6.360 7.512 -3.351  C158 1.335
160 F -5.665 8.791 -1.768  C158 1.338
161 F -5.141 6.701 -1.777  C158 1.328
162 H -3.741 8.108 -6.763  C153 1.090
163 H -2.074 8.712 -6.811  C153 1.089
164 H -2.530 7.416 -5.700  C153 1.089
165 H -3.526 10.304 -5.590  C154 1.087
166 H -2.355 9.617 -4.481  C154 1.089
167 C -6.769 -8.750 3.657  C168 1.513, H176 1.090, H177 1.089, H178 1.089
168 C -6.270 -7.999 2.442  C167 1.513, O169 1.442, H179 1.087, H180 1.089
169 O -5.157 -8.678 1.826  C168 1.442, C170 1.321
170 C -5.457 -9.715 1.065  O169 1.321, O171 1.192, C172 1.536
171 O -6.550 -10.137 0.843  C170 1.192
172 C -4.171 -10.289 0.452  C170 1.536, F173 1.336, F174 1.339, F175 1.325
173 F -3.207 -10.436 1.365  C172 1.336
174 F -3.704 -9.470 -0.499  C172 1.339
175 F -4.376 -11.477 -0.099  C172 1.325
176 H -5.954 -8.915 4.363  C167 1.090
177 H -7.558 -8.187 4.154  C167 1.089
178 H -7.162 -9.727 3.383  C167 1.089
179 H -5.898 -7.021 2.735  C168 1.087
180 H -7.063 -7.841 1.712  C168 1.089

# 2
Molecular formula: C3H4N2S2
Method: DFT, ωB97M-V with the def2-TZVPD basis set

Output
Spin multiplicity ... 1
HOMO-LUMO gap (spin up / spin down) ... 6.5618 / 7.9493 eV
Energy relative to the best compared isomer or geometry (same formula, charge and spin) ... 102.4 kcal per mole
Maximum force ... 0.1001 hartree/bohr

Last columns: bonded neighbours and bond lengths (Å).
CARTESIAN COORDINATES (ANGSTROEM)
1 C 0.193 1.862 1.735  C2 1.353, N4 1.379, H8 1.179
2 C -0.100 1.616 0.437  C1 1.353, N5 1.374, H9 1.168
3 C 1.665 0.548 1.152  N4 1.300, N5 1.353
4 N 1.255 1.139 2.235  C1 1.379, C3 1.300
5 N 0.901 0.756 0.055  C2 1.374, C3 1.353, H10 1.044
6 S 1.578 -2.338 -1.933  S7 2.044, H11 1.280
7 S 0.267 -1.350 -3.151  S6 2.044
8 H -0.412 2.495 2.524  C1 1.179
9 H -0.642 2.116 -0.469  C2 1.168
10 H 0.907 0.252 -0.859  N5 1.044
11 H 0.858 -3.029 -1.131  S6 1.280